1.
C19H30N4O3 | ωB97M-V with the def2-TZVPD basis set

The value obtained for the molecular weight is 362.47 g/mol. As for the maximum force: 19.5 eV/Å. The multiplicity is 1. For the total energy, the calculation gives -32272.008 eV. For the HOMO-LUMO gap, the calculation gives 9.32 eV. Its net charge is 0. The calculation puts the HOMO energy at -0.3258 hartree. As for the energy relative to the best compared isomer or geometry (same formula, charge and spin): 22.884 eV.

XYZ file:
```
56
C19H30N4O3, DFT ωB97M-V with the def2-TZVPD basis set
O -1.126 2.766 -0.917
O -4.107 -1.345 1.025
O -0.203 0.137 2.968
N 0.790 3.349 -1.552
N -4.535 -2.014 0.114
N -1.630 1.088 1.664
N 2.220 1.342 -0.117
C 2.766 -3.693 -0.579
C 3.946 -3.415 0.507
C 3.745 -2.439 1.256
C 0.027 2.516 -0.593
C 3.695 -1.109 0.925
C -0.397 1.070 2.277
C -4.059 -1.613 -2.584
C -3.371 -0.257 0.849
C 2.110 3.289 -1.645
C 2.553 0.309 -1.192
C -3.966 -1.229 -0.932
C -2.906 0.569 2.024
C 0.950 1.557 0.024
C 2.751 -2.433 -1.369
C 2.610 -1.094 -0.363
C -3.129 -0.129 -0.407
C 2.816 2.554 -0.650
C 0.608 1.784 1.713
C -2.696 -1.791 -2.995
H 3.797 -4.601 1.053
H -4.464 -0.461 -2.715
H -2.733 -2.018 -4.140
H 1.991 -3.841 -0.103
H 0.340 3.901 -2.181
H -1.709 1.924 0.916
H -2.157 -2.577 -2.627
H 1.781 0.109 -2.093
H -1.989 -0.998 -3.012
H 1.653 1.430 2.147
H 3.849 -2.325 -1.846
H -4.667 -2.333 -2.417
H 3.396 0.441 -1.532
H 4.639 -0.940 0.173
H -2.309 -0.167 2.811
H -2.689 0.896 -0.876
H -3.530 1.032 2.622
H 0.411 2.822 1.790
H 2.635 4.373 -1.983
H 2.050 -2.429 -2.042
H 2.646 3.190 0.408
H 3.967 2.373 -0.644
H 0.380 0.534 -0.123
H 3.428 -0.166 1.438
H 2.638 -2.488 2.207
H 1.656 -1.179 0.037
H 4.607 -2.510 2.322
H 2.481 2.417 -2.695
H 4.825 -3.672 0.000
H 2.847 -4.392 -1.351
```

2.
C19H30N6O6S2SiW | ωB97M-V with the def2-TZVPD basis set

The value obtained for the molecular weight is 714.55 g/mol. As for the maximum force: 3.3 eV/Å. The multiplicity is 3. For the total energy, the calculation gives -72787.156 eV. For the HOMO-LUMO gap (alpha / beta), the calculation gives 6.57 / 6.95 eV. Its net charge is 0. The expectation value of S² is 2.01. The calculation puts the HOMO energy (alpha / beta) at -0.2307 / -0.2840 hartree. As for the energy relative to the best compared isomer or geometry (same formula, charge and spin): 0.907 eV.

XYZ file:
```
65
C19H30N6O6S2SiW, DFT ωB97M-V with the def2-TZVPD basis set
W 0.127 0.012 -0.347
S -2.570 0.504 -0.056
S 2.866 0.974 2.486
Si -0.782 1.503 -3.490
O 0.449 2.825 2.082
O 2.026 0.697 1.275
O 1.476 -1.439 -0.096
O -0.426 -0.563 1.486
O 1.890 0.353 -1.263
O -0.067 1.896 0.094
N 1.854 3.331 -1.092
N 1.485 3.558 0.235
N -1.524 -0.335 2.199
N -0.538 0.255 -2.284
N -0.885 -1.687 -1.253
N 1.728 -0.971 -1.345
C -2.593 -0.570 4.278
C -0.720 -1.078 -2.461
C 0.795 1.809 -4.442
C -2.622 0.200 1.600
C -1.294 -3.553 0.203
C -1.076 -3.007 -1.176
C -1.337 3.037 -2.594
C 0.602 2.728 0.878
C -1.114 -3.780 -2.313
C 1.973 0.256 3.887
C 3.640 -1.433 3.542
C -0.725 -1.824 -3.652
C -0.919 -3.174 -3.560
C 4.075 -0.410 2.488
C -2.152 0.941 -4.650
C -3.715 0.090 3.757
C 2.134 -1.247 3.702
C -1.521 -0.785 3.464
C -3.736 0.435 2.440
H 0.731 2.732 -5.026
H -1.116 -4.627 0.239
H 1.630 1.895 -3.743
H -0.551 -1.330 -4.598
H -2.323 -3.357 0.512
H -1.767 0.573 -5.605
H 2.459 0.608 4.801
H -2.825 1.775 -4.864
H -2.566 -0.919 5.299
H 1.730 -1.818 4.542
H -0.628 -3.047 0.901
H 2.142 4.006 0.855
H 1.015 0.989 -5.131
H -1.857 3.719 -3.274
H 2.657 2.718 -1.161
H -2.018 2.770 -1.784
H -0.913 -3.779 -4.459
H -4.569 0.301 4.387
H 5.080 -0.021 2.645
H 3.904 -2.447 3.244
H 4.134 -1.223 4.494
H -0.630 -1.317 3.758
H 3.987 -0.804 1.475
H -0.485 3.558 -2.154
H 2.026 4.212 -1.554
H -2.747 0.143 -4.199
H 0.958 0.648 3.826
H -1.275 -4.846 -2.231
H -4.610 0.888 1.994
H 1.622 -1.547 2.787
```

3.
C19H30NO4 | ωB97M-V with the def2-TZVPD basis set

The value obtained for the molecular weight is 336.45 g/mol. As for the maximum force: 15.1 eV/Å. The multiplicity is 1. For the total energy, the calculation gives -29846.872 eV. For the HOMO-LUMO gap, the calculation gives 8.86 eV. Its net charge is +1. The calculation puts the HOMO energy at -0.4019 hartree.

XYZ file:
```
54
C19H30NO4, DFT ωB97M-V with the def2-TZVPD basis set
O -2.011 3.967 -1.330
O -2.167 -0.142 1.176
O -2.553 -3.751 0.947
O -0.766 1.380 -0.974
N 0.248 -1.375 0.825
C 0.396 -1.592 -1.629
C -0.407 -2.732 0.898
C 2.093 3.382 -2.279
C -1.857 -2.562 0.769
C 1.432 0.407 1.872
C 2.278 -2.232 -0.329
C -0.834 3.705 -1.676
C -0.284 2.551 -1.359
C -2.924 2.724 -1.224
C 1.077 -1.055 1.913
C -2.578 -1.503 1.422
C 0.026 4.701 -2.258
C -1.808 1.806 -0.251
C 1.304 4.667 -2.451
C -2.791 0.527 0.265
C 1.325 2.325 -1.709
C 1.206 -1.269 -0.496
C 2.480 -1.934 2.052
C 3.231 -1.918 0.926
H -3.785 2.956 -0.505
H 1.677 0.696 2.876
H -0.063 -2.681 -1.764
H -3.415 -3.851 0.957
H 4.106 -2.587 1.136
H 1.542 -0.386 -0.547
H -2.845 2.165 -2.020
H 0.963 -1.434 -2.715
H 1.977 -3.489 -0.029
H -3.799 0.825 0.362
H -0.335 -0.531 0.580
H -1.761 2.265 0.772
H 2.116 -2.911 2.638
H -2.223 -1.580 2.585
H -2.119 -2.502 -0.407
H -2.992 -0.220 -1.030
H 2.077 0.652 1.300
H -3.746 -1.491 1.546
H 2.899 -2.346 -1.237
H 2.963 3.268 -2.489
H 1.783 5.395 -2.720
H 1.729 1.510 -1.321
H -0.427 5.858 -2.214
H 2.978 -1.553 3.128
H 0.168 -3.419 0.435
H -0.305 -2.980 2.198
H -0.323 -0.841 -1.722
H 3.817 -0.853 0.766
H 0.591 -1.128 2.732
H 0.636 1.114 1.610
```

4.
C19H30NO6PS4 | ωB97M-V with the def2-TZVPD basis set

The value obtained for the molecular weight is 527.69 g/mol. As for the maximum force: 4.9 eV/Å. The multiplicity is 1. For the total energy, the calculation gives -86585.658 eV. For the HOMO-LUMO gap, the calculation gives 6.97 eV. Its net charge is 0. The calculation puts the HOMO energy at -0.3191 hartree.

XYZ file:
```
61
C19H30NO6PS4, DFT ωB97M-V with the def2-TZVPD basis set
S -2.748 1.806 1.757
S -1.296 -2.756 6.384
S 0.939 -1.968 -4.932
S -2.524 0.492 -4.579
P -0.768 -1.193 5.322
O -3.987 2.513 2.202
O 1.087 0.256 -1.081
O -2.731 -0.706 -3.711
O 2.270 -2.485 -5.373
O 3.824 -1.819 2.431
O 0.390 1.393 3.896
N 4.282 -1.725 4.724
C -1.287 -2.901 2.896
C 0.374 -1.021 0.987
C 0.148 -1.215 -6.370
C 2.325 0.923 2.348
C -3.031 1.229 0.069
C 2.504 0.647 0.954
C 4.725 0.431 3.179
C 1.279 0.000 0.128
C 0.175 -0.713 2.516
C 3.512 1.519 3.242
C -4.070 0.797 -5.460
C -0.624 -1.614 3.479
C -0.277 -2.295 0.408
C 0.900 0.626 3.046
C -2.618 1.951 -3.520
C 4.237 -1.072 3.372
C 1.224 -0.423 -4.045
C -1.094 -3.205 1.395
C -1.531 3.068 1.324
H -1.758 1.947 -2.848
H 3.095 1.641 4.308
H -3.796 0.452 0.094
H 0.498 -0.720 5.852
H -1.770 -0.156 5.491
H -2.106 0.811 -0.334
H 3.406 -2.267 4.826
H 1.835 0.250 -4.651
H 0.824 -0.493 -6.833
H 3.882 2.548 2.871
H -3.538 1.926 -2.932
H -1.847 -3.559 3.638
H 5.504 0.745 3.965
H -1.967 3.781 0.621
H -3.996 1.735 -6.015
H -1.556 -4.149 0.955
H 0.268 0.047 -3.811
H -0.654 2.591 0.880
H -4.236 -0.023 -6.159
H -4.900 0.843 -4.753
H 5.020 -2.454 4.668
H 3.515 0.891 0.498
H 1.750 -0.650 -3.118
H -0.162 -2.564 -0.704
H 5.141 0.514 2.108
H -0.774 -0.719 -6.059
H -0.088 -2.002 -7.087
H -2.591 2.851 -4.137
H -3.374 2.056 -0.555
H -1.236 3.590 2.235
```

5.
C19H31BrN2O2S2SiTc | ωB97M-V with the def2-TZVPD basis set

The value obtained for the molecular weight is 589.59 g/mol. As for the maximum force: 0.2 eV/Å. The multiplicity is 4. For the total energy, the calculation gives -129053.533 eV. For the HOMO-LUMO gap (alpha / beta), the calculation gives 6.24 / 6.37 eV. Its net charge is +2. The expectation value of S² is 3.79. The calculation puts the HOMO energy (alpha / beta) at -0.5410 / -0.5453 hartree. As for the energy relative to the best compared isomer or geometry (same formula, charge and spin): 0.069 eV.

XYZ file:
```
59
C19H31BrN2O2S2SiTc, DFT ωB97M-V with the def2-TZVPD basis set
Tc -0.339 -0.478 -0.160
Br 0.742 0.020 2.034
S -1.428 -2.560 -0.128
S 0.941 -4.475 -0.921
Si 1.916 -1.087 4.125
O -3.328 -0.177 -2.647
O -1.426 0.552 -0.998
N 0.970 -1.923 -0.767
N -3.151 0.707 -2.051
C -0.367 -2.665 4.748
C 2.766 -2.596 3.353
C 3.789 1.027 3.384
C 4.031 -0.141 5.575
C 0.382 -1.401 5.191
C 0.927 -1.623 6.624
C 1.844 -3.440 2.462
C 0.188 -2.984 -0.630
C 3.682 -4.189 -1.536
C 2.286 -2.254 -1.088
C 2.187 1.519 5.225
C 2.447 -3.635 -1.216
C 4.744 -3.322 -1.714
C 3.356 -1.386 -1.273
C 3.237 -3.489 4.526
C 4.582 -1.938 -1.584
C 3.987 -2.187 2.517
C 3.003 0.406 4.552
C -0.629 -0.244 5.245
H 1.362 -2.836 1.692
H -1.471 -0.568 5.861
H 3.777 -4.344 4.110
H -0.225 0.656 5.699
H 1.778 1.204 6.185
H 2.455 -4.196 1.962
H 4.780 -1.768 3.134
H 1.649 -2.439 6.690
H 4.645 0.696 5.918
H 1.071 -3.960 3.020
H 3.809 -5.257 -1.644
H 3.739 -1.469 1.733
H 4.318 1.901 3.770
H 2.851 2.364 5.421
H -1.269 -2.765 5.356
H 0.223 -3.569 4.901
H 3.567 -0.584 6.458
H 4.394 -3.079 2.033
H 3.918 -2.978 5.208
H 2.402 -3.885 5.103
H 3.148 1.377 2.575
H 3.229 -0.315 -1.182
H 0.086 -1.881 7.273
H 4.536 0.356 2.969
H 4.708 -0.872 5.133
H 1.383 -0.722 7.034
H 5.433 -1.289 -1.738
H -1.031 0.015 4.265
H 1.371 1.883 4.600
H 5.716 -3.722 -1.965
H -0.681 -2.621 3.702
```

6.
C19H31F9HfOP2 | ωB97M-V with the def2-TZVPD basis set

The value obtained for the molecular weight is 686.88 g/mol. As for the maximum force: 8.3 eV/Å. The multiplicity is 1. For the total energy, the calculation gives -66574.683 eV. For the HOMO-LUMO gap, the calculation gives 4.14 eV. Its net charge is +2. The calculation puts the HOMO energy at -0.4689 hartree. As for the energy relative to the best compared isomer or geometry (same formula, charge and spin): 2.304 eV.

XYZ file:
```
63
C19H31F9HfOP2, DFT ωB97M-V with the def2-TZVPD basis set
Hf -2.572 0.092 -1.617
P -2.701 -0.215 -3.976
P -4.630 -1.070 -1.563
F 2.763 0.302 0.044
F 1.080 -0.600 1.033
F 1.458 2.396 0.874
F 0.268 2.070 -2.818
F 1.557 -1.215 -1.017
F 2.181 2.363 -1.758
F -0.546 1.596 1.269
F 1.748 0.490 -2.808
F -0.269 3.103 -0.308
O -0.697 0.262 -1.095
C 0.511 0.873 -0.758
C 1.203 1.456 -2.023
C -0.879 -5.591 1.041
C -0.523 -4.595 -0.036
C -2.700 2.236 -2.184
C -1.101 -0.704 -4.672
C 0.301 2.007 0.274
C -1.663 -2.448 0.352
C -4.415 -2.880 -1.246
C -1.512 -3.778 2.975
C 1.505 -0.142 -0.179
C -5.188 -1.237 -3.320
C -4.003 -1.536 -4.249
C -3.412 0.901 -5.241
C -0.431 -3.298 0.157
C -1.788 -5.042 2.207
C -1.506 -1.608 1.608
C -6.085 -0.702 -0.581
C -1.078 -2.523 2.695
H -6.593 0.188 -0.983
H -1.447 -6.429 0.604
H -5.316 -3.378 -1.642
H -1.217 -0.882 -5.748
H -5.927 -2.039 -3.271
H -0.379 0.117 -4.533
H -4.322 -1.459 -5.289
H -4.343 -3.034 -0.153
H -2.961 2.600 -3.185
H -1.744 2.746 -1.946
H -5.721 -0.303 -3.549
H -3.533 -2.522 -4.088
H -3.523 0.285 -6.155
H -5.785 -0.518 0.464
H -6.763 -1.571 -0.629
H -2.551 -3.072 0.514
H -2.822 -5.079 1.823
H -0.774 -0.835 1.420
H -4.403 1.268 -4.910
H -3.507 -3.259 -1.760
H -2.436 -1.056 1.863
H -0.735 -1.615 -4.183
H 0.049 -6.023 1.479
H -2.727 1.743 -5.430
H -1.702 -3.970 4.054
H -1.742 -5.854 2.961
H -0.585 -1.932 3.503
H -3.459 2.651 -1.480
H -0.117 -5.051 -0.954
H 0.504 -2.738 0.043
H -1.885 -1.805 -0.555
```

7.
C19H31IrN3O4Si3 | ωB97M-V with the def2-TZVPD basis set

The value obtained for the molecular weight is 641.95 g/mol. As for the maximum force: 0.2 eV/Å. The multiplicity is 5. For the total energy, the calculation gives -59333.512 eV. For the HOMO-LUMO gap (alpha / beta), the calculation gives 8.76 / 7.15 eV. Its net charge is +1. The expectation value of S² is 6.01. The calculation puts the HOMO energy (alpha / beta) at -0.4343 / -0.4731 hartree. As for the energy relative to the best compared isomer or geometry (same formula, charge and spin): 0.019 eV.

XYZ file:
```
61
C19H31IrN3O4Si3, DFT ωB97M-V with the def2-TZVPD basis set
Ir 0.308 -0.057 0.965
Si -1.284 0.446 -1.538
Si 1.035 2.459 -0.695
Si 1.802 -0.462 -1.853
O 1.148 -0.140 2.805
O 1.494 -1.280 4.690
O 0.157 -5.607 4.664
O 1.121 -3.821 5.560
N -0.679 -3.342 1.345
N -0.124 -2.179 1.699
N -1.830 0.623 1.162
C 1.065 -1.210 3.562
C 2.322 2.578 0.657
C 1.587 -2.279 -1.436
C 0.506 0.602 -0.902
C -3.660 1.430 -0.096
C -2.488 0.859 2.298
C -3.766 1.389 2.295
C -0.540 -4.268 2.305
C -0.414 3.502 -0.120
C 3.545 -0.010 -1.372
C 0.476 -4.453 4.595
C -1.784 -1.297 -1.997
C -2.380 0.898 -0.040
C 0.380 -2.368 2.916
C -1.656 1.562 -2.982
C 1.532 -0.210 -3.687
C 1.675 3.150 -2.307
C 0.145 -3.683 3.350
C -4.359 1.679 1.077
H 0.582 -2.658 -1.625
H -0.762 3.212 0.874
H 1.847 -2.483 -0.394
H 4.221 -0.667 -1.926
H -2.703 1.439 -3.273
H 3.220 1.997 0.452
H -1.483 2.618 -2.783
H 2.309 -0.750 -4.233
H -1.274 3.517 -0.789
H 0.570 -0.598 -4.027
H -1.972 0.625 3.221
H 2.274 -2.860 -2.057
H 0.919 3.108 -3.093
H 1.305 -2.879 5.339
H -0.049 4.530 -0.043
H 1.951 2.278 1.642
H 2.570 2.644 -2.669
H -5.355 2.099 1.041
H 1.932 4.201 -2.154
H -1.047 1.274 -3.841
H 3.825 1.017 -1.604
H -1.208 -1.688 -2.836
H 3.725 -0.183 -0.308
H -1.672 -1.985 -1.158
H -1.136 -3.441 0.454
H 2.618 3.627 0.745
H -4.274 1.573 3.230
H -2.838 -1.302 -2.284
H -4.105 1.657 -1.056
H 1.597 0.840 -3.973
H -0.917 -5.273 2.209
```

8.
C19H31MnN2O5S4 | ωB97M-V with the def2-TZVPD basis set

The value obtained for the molecular weight is 550.67 g/mol. As for the maximum force: 0.2 eV/Å. The multiplicity is 6. For the total energy, the calculation gives -108082.917 eV. For the HOMO-LUMO gap (alpha / beta), the calculation gives 8.11 / 8.28 eV. Its net charge is +1. The expectation value of S² is 8.75. The calculation puts the HOMO energy (alpha / beta) at -0.4123 / -0.4208 hartree. As for the energy relative to the best compared isomer or geometry (same formula, charge and spin): 0.153 eV.

XYZ file:
```
62
C19H31MnN2O5S4, DFT ωB97M-V with the def2-TZVPD basis set
Mn -0.613 -0.511 -0.995
S -3.114 -1.058 -0.191
S -0.967 -3.114 -1.971
S 1.810 -1.688 -0.501
S -0.641 -2.417 1.575
O -0.209 -0.331 -2.914
O -1.065 0.018 -4.942
O 5.812 3.967 2.032
O 3.783 1.035 2.076
O -1.820 1.394 -1.827
N 0.027 1.075 0.487
N 3.672 3.216 2.714
C 2.042 -2.156 1.245
C 1.686 -3.276 -1.369
C -0.540 2.752 -3.372
C 0.710 2.741 2.607
C -0.620 2.561 2.248
C -2.436 -3.673 -1.076
C 1.300 1.275 0.821
C -0.914 1.720 1.193
C -3.215 -1.613 1.544
C -1.556 1.627 -3.243
C -1.931 -1.429 2.348
C 1.690 2.084 1.882
C -0.913 0.328 -3.783
C 5.080 3.346 3.049
C 3.153 2.067 2.233
C -2.860 1.947 -3.946
C 0.915 -1.748 2.193
C 0.384 -4.053 -1.216
C -3.484 -2.570 -1.127
H 1.852 -3.016 -2.416
H -3.614 1.197 -3.711
H -1.976 2.252 -1.417
H -3.624 -2.219 -2.153
H -3.522 -2.660 1.543
H 5.169 3.979 3.931
H 5.444 2.343 3.275
H -1.417 3.049 2.790
H -3.232 2.927 -3.644
H 3.138 4.065 2.613
H 1.140 -2.135 3.187
H 0.158 -4.257 -0.170
H -2.171 -3.928 -0.050
H 2.056 0.765 0.239
H 0.837 -0.661 2.265
H 2.533 -3.885 -1.053
H 2.190 -3.236 1.267
H -4.453 -2.935 -0.785
H 0.389 2.494 -2.862
H -1.942 1.537 0.899
H 0.970 3.359 3.456
H -2.110 -1.745 3.377
H 2.967 -1.685 1.577
H -1.628 -0.380 2.364
H -0.320 2.937 -4.422
H -0.944 3.674 -2.948
H -2.704 1.942 -5.022
H -4.019 -1.044 2.012
H 0.495 -5.008 -1.730
H 6.023 3.319 1.352
H -2.850 -4.566 -1.546
```